Below is a single ClH2O2P molecule, with properties calculated with ωB97M-V/def2-TZVPD.

```
6
Properties=species:S:1:pos:R:3:forces:R:3
O 0.977040 -1.594712 -0.444291 -0.5 -0.2 1.1
O -0.383471 0.745095 0.434292 2.7 -2.7 0.2
H 1.513160 -1.468517 -1.243509 -0.3 0.3 0.3
H -0.560010 1.303976 1.200071 0.2 -0.2 0.3
P 1.162742 -0.564466 0.801691 -2.6 2.3 -2.4
Cl 2.520791 0.563005 -0.255851 0.5 0.5 0.5
```
Forces are in eV/Å.

Output
* HOMO level: -0.3818 hartree
* molecular weight: 100.4 u
* energy above the lowest of the compared OMol25 structures with the same formula, charge and spin: 149.2 kJ/mol
* E_tot: -953.24513 hartree
* structure (SMILES): OP(O)Cl